No. 1
Formula: C6H6O2
Source: the OMol25 dataset
Level of theory: wB97M-V/def2-TZVPD

Values from the calculation:
LUMO level: 0.8 eV
ΔE to the lowest compared entry with this formula, charge and spin: 362.93 kJ/mol
frontier orbital gap: 10.221 eV
maximum force: 4.166 eV/Å
multiplicity: 1
HOMO level: -9.44 eV

Last column: Mulliken charge in e.
Element x y z (Å)
C: -0.143 0.712 -0.079  0.4431
C: 0.231 0.056 1.246  -0.5559
C: 0.365 -1.207 0.118  -0.3580
C: -1.029 -1.275 -0.486  -0.5510
C: -1.290 0.011 -0.668  -0.3923
C: 1.128 -0.054 -0.560  0.5598
H: 0.315 2.553 0.167  0.3360
H: -0.596 0.069 2.040  0.2843
H: 1.251 0.604 1.324  0.3169
H: 1.051 -1.957 0.368  0.5440
H: -1.138 -2.295 -1.047  0.2668
H: -2.073 0.584 -1.331  0.3083
O: -0.404 2.058 -0.341  -0.5958
O: 2.332 0.142 -0.752  -0.6060


No. 2
Formula: C6H6O2
Source: the OMol25 dataset
Level of theory: wB97M-V/def2-TZVPD

Values from the calculation:
LUMO level: 0.3 eV
ΔE to the lowest compared entry with this formula, charge and spin: 565.50 kJ/mol
frontier orbital gap: 9.543 eV
maximum force: 8.006 eV/Å
multiplicity: 1
HOMO level: -9.23 eV

Last column: Mulliken charge in e.
Element x y z (Å)
C: -1.538 0.541 0.204  -1.0309
C: 1.272 1.102 1.332  0.5882
C: -0.241 -0.106 -0.010  0.5742
C: 0.899 -0.464 0.397  -0.5340
O: 2.487 1.550 0.965  -0.4461
C: -0.346 -1.681 -1.143  -0.7600
C: -0.871 -2.069 -2.169  -0.0713
O: 0.699 1.525 2.289  -0.4953
H: 2.808 1.099 0.169  0.3459
H: 1.803 -1.000 0.186  0.4280
H: -1.767 1.223 -0.617  0.3026
H: -1.586 1.054 1.167  0.3606
H: -2.315 -0.226 0.247  0.3368
H: -1.304 -2.550 -3.016  0.4012


No. 3
Formula: C6H6O2
Source: the OMol25 dataset
Level of theory: wB97M-V/def2-TZVPD

Values from the calculation:
LUMO level: 0.6 eV
ΔE to the lowest compared entry with this formula, charge and spin: 979.32 kJ/mol
frontier orbital gap: 9.456 eV
maximum force: 10.775 eV/Å
multiplicity: 1
HOMO level: -8.84 eV
SMILES: C#CC1O[C@H]2C[C@@H]2O1

Last column: Mulliken charge in e.
Element x y z (Å)
C: -2.686 -0.092 1.639  -0.3207
C: -1.983 -0.872 0.866  -0.3577
C: -0.631 -1.016 -0.120  0.2943
O: 0.509 -0.874 0.688  -0.3254
C: 0.945 0.420 0.375  -0.3466
C: 1.845 1.042 -0.633  -0.3732
C: 0.957 0.168 -1.057  0.2556
O: -0.434 -0.064 -1.121  -0.3646
H: -3.358 0.048 2.609  0.2862
H: -0.721 -1.956 -0.714  0.3611
H: 0.077 1.188 0.466  0.2402
H: 1.385 2.166 -0.611  0.2152
H: 2.816 0.781 -0.980  0.2982
H: 1.280 -0.941 -1.406  0.1373